C3H5IO3 | ωB97M-V with the def2-TZVPD basis set

* energy relative to the best compared isomer or geometry (same formula, charge and spin): 16.1 kcal per mole
* SMILES string: O=C(I)[C@@H](O)CO
* HOMO-LUMO gap: 0.36148 Eh
* highest occupied orbital energy: -9.598 eV

```
! RIJCOSX wB97M-V def2-TZVPD def2/J DEFGRID3
* xyz 0 1
C -1.42265 0.88102 0.02773
C 0.56373 -0.84851 0.12152
C -0.02116 0.33267 -0.71282
O -1.64329 1.60039 0.92444
O 1.40699 -0.62077 1.14041
O 0.91097 1.26673 -0.91498
I -2.90359 -0.62318 -0.61865
H -0.32055 -1.40165 0.50985
H 1.07140 -1.44160 -0.52514
H -0.34798 -0.14280 -1.61730
H 1.02986 -0.21875 1.92725
H 1.67628 1.21644 -0.26232
*
```

These are the Löwdin partial charges, in e, on atoms 1 to 5: -0.66 -0.28 -0.42 0.06 0.00



C5H13N2O | ωB97M-V with the def2-TZVPD basis set

* energy relative to the best compared isomer or geometry (same formula, charge and spin): 32.4 kcal per mole
* SMILES string: CCCNC(=O)C[NH3+]
* HOMO-LUMO gap: 0.38116 Eh
* highest occupied orbital energy: -13.954 eV

```
! RIJCOSX wB97M-V def2-TZVPD def2/J DEFGRID3
* xyz 1 1
N -1.74446 2.00830 -0.49364
C -1.04255 0.72690 -0.86514
C 0.34275 0.84732 -0.16778
N 1.25724 -0.11694 -0.45930
C 0.75990 -1.46397 -0.78721
C 0.15665 -2.26351 0.42898
C 0.20865 -1.57986 1.77352
O 0.57105 1.94597 0.32035
H -1.65588 2.72663 -1.22218
H -2.72096 1.84179 -0.24753
H -1.30114 2.48640 0.30486
H -1.48677 -0.22585 -0.52145
H -0.85269 0.55156 -1.92908
H 2.16875 -0.04917 -0.03358
H 1.67001 -2.00585 -1.05497
H -0.01480 -1.40347 -1.53676
H 0.74396 -3.19278 0.54930
H -0.83739 -2.61473 0.12968
H 1.25885 -1.25141 1.90463
H 0.08554 -2.32503 2.56426
H -0.33361 -0.62426 1.86286
*
```

These are the Löwdin partial charges, in e, on atoms 1 to 5: 0.21 -0.04 -0.47 0.08 -0.15



C30H66N2O19P4 | ωB97M-V with the def2-TZVPD basis set

* SMILES string: CCCCNC1=C(CCCO)C(=O)C(CCCCCN)=CC1=O.COP(=O)(OC)OC.COP(=O)(OC)OC.COP(=O)(OC)OC.COP(=O)(OC)OC
* HOMO-LUMO gap: 0.24233 Eh
* highest occupied orbital energy: -8.486 eV

```
! RIJCOSX wB97M-V def2-TZVPD def2/J DEFGRID3
* xyz 0 1
C -0.14866 -9.32948 -2.94703
C 1.26390 -9.41545 -2.32333
C 1.92852 -8.03294 -2.24606
C 1.23987 -7.17395 -1.18475
N 1.89522 -5.84843 -1.16281
C 1.19760 -4.78133 -0.59331
C 1.82213 -3.61510 -0.34729
C 3.28294 -3.43466 -0.67377
C 3.88987 -2.05116 -0.41136
C 4.95035 -1.67919 -1.47106
O 6.16292 -1.20886 -0.89735
C 0.99182 -2.52039 0.21644
O 1.37323 -1.76394 1.08672
C -0.40007 -2.42940 -0.34844
C -0.95181 -1.06038 -0.62605
C 0.16119 -0.22573 -1.30294
C -0.37142 0.80351 -2.30947
C -0.22034 0.39838 -3.77128
C 1.21384 0.05080 -4.15190
N 1.55279 0.45394 -5.52580
C -1.01502 -3.57999 -0.58595
C -0.26911 -4.82655 -0.26514
O -0.82107 -5.76317 0.26736
H -0.38465 -8.28517 -3.14123
H -0.87353 -9.71236 -2.23460
H -0.21522 -9.87527 -3.88213
H 1.21366 -9.80422 -1.30720
H 1.88807 -10.05977 -2.93790
H 1.76121 -7.54363 -3.20575
H 2.99046 -8.10470 -2.01306
H 1.34973 -7.64974 -0.20927
H 0.19316 -7.11225 -1.44985
H 2.76702 -5.98307 -0.66418
H 3.87590 -4.22333 -0.20520
H 3.36604 -3.62655 -1.74875
H 3.15362 -1.25704 -0.40474
H 4.39482 -2.07600 0.55328
H 4.53780 -0.85156 -2.05995
H 5.13485 -2.48845 -2.17169
H 5.91923 -0.65865 -0.15091
H -1.76107 -1.18946 -1.34333
H -1.29214 -0.58481 0.28975
H 0.69717 0.27192 -0.49669
H 0.87540 -0.88680 -1.79642
H 0.18889 1.72667 -2.15858
H -1.42274 1.00867 -2.10606
H -0.51466 1.26178 -4.37211
H -0.91626 -0.39698 -4.04612
H 1.91994 0.45705 -3.42739
H 1.31428 -1.04045 -4.06353
H 0.96576 -0.09432 -6.14606
H 2.48714 0.09112 -5.68742
H -2.00639 -3.62285 -1.01212
C 4.90914 4.87871 -2.10831
O 4.56103 4.11066 -0.95166
P 2.94266 4.03734 -0.58898
O 2.43346 3.97016 -1.99279
O 2.98532 5.55055 0.04243
C 3.93821 5.89816 1.05316
O 1.45964 3.71768 0.08086
C 0.60677 4.75393 0.56074
H 5.96147 5.14012 -1.99499
H 4.77888 4.28742 -3.01095
H 4.31145 5.78685 -2.17144
H 4.72320 6.51269 0.61345
H 4.39435 5.02261 1.51308
H 3.42375 6.47619 1.81991
H 0.50384 5.53431 -0.19099
H 0.97156 5.17579 1.49629
H -0.36062 4.28980 0.74865
C 3.80972 2.80070 -5.64292
O 4.33322 4.13129 -5.81366
P 4.20715 4.74196 -7.28884
O 2.92030 4.34473 -7.86499
O 5.44673 3.87993 -7.92419
C 6.63593 3.63227 -7.17502
O 4.59081 6.14742 -7.95857
C 5.45348 6.21552 -9.09667
H 4.28928 2.39135 -4.75410
H 2.73715 2.82891 -5.48482
H 4.04506 2.17230 -6.50080
H 6.64213 2.59540 -6.83730
H 6.72378 4.28452 -6.30739
H 7.49118 3.79409 -7.83116
H 5.12572 5.52081 -9.86598
H 6.48876 6.01847 -8.82474
H 5.38332 7.23562 -9.46746
C -5.36699 1.00667 5.61257
O -4.62064 1.97272 4.85298
P -3.53734 1.35765 3.84370
O -4.09594 0.14915 3.22783
O -2.43306 0.99766 4.99268
C -2.20064 1.87141 6.09893
O -2.51293 1.97252 2.77609
C -1.11267 1.68920 2.84482
H -5.76487 1.52128 6.48418
H -6.19162 0.62561 5.01529
H -4.73163 0.18601 5.94165
H -2.65185 1.44702 6.99594
H -2.61188 2.86637 5.93555
H -1.12395 1.94969 6.24875
H -0.94006 0.62006 2.94395
H -0.63836 2.22791 3.66340
H -0.67275 2.04033 1.91256
C -8.05807 -1.27462 6.64008
O -8.80323 -0.06228 6.78729
P -8.72659 0.65981 8.27943
O -7.27094 0.44585 8.53484
O -9.70625 -0.50035 8.90689
C -10.96082 -0.81461 8.29299
O -8.96284 1.65412 9.57208
C -9.41724 1.15973 10.82910
H -8.49287 -1.79967 5.79024
H -7.01511 -1.05565 6.43110
H -8.13525 -1.89501 7.53172
H -10.87722 -1.76393 7.76443
H -11.28247 -0.04847 7.58916
H -11.70804 -0.91220 9.07965
H -8.82045 0.30179 11.13362
H -10.47268 0.89533 10.80120
H -9.28672 1.97437 11.53920
*
```

These are the Löwdin partial charges, in e, on atoms 1 to 5: -0.10 -0.25 -0.21 -0.21 0.06



C6H7NS | ωB97M-V with the def2-TZVPD basis set

* energy relative to the best compared isomer or geometry (same formula, charge and spin): 40.2 kcal per mole
* SMILES string: Sc1[nH]cc2c1CC2
* HOMO-LUMO gap: 0.33572 Eh
* highest occupied orbital energy: -8.290 eV

```
! RIJCOSX wB97M-V def2-TZVPD def2/J DEFGRID3
* xyz 0 1
C 1.42299 0.09027 -0.08148
C -0.12545 1.78273 -0.07845
C -0.77988 0.56188 -0.07851
C -1.95514 -0.39453 -0.07001
C -0.88540 -1.55973 -0.08831
C 0.17895 -0.45442 -0.08344
H 3.28974 -0.68034 1.19342
H 1.97659 2.13711 -0.12553
H -0.43124 2.77130 -0.05688
H -2.60180 -0.41784 -0.96971
H -2.58077 -0.35328 0.83702
H -0.85547 -2.19892 -0.96665
H -0.91588 -2.16757 0.80740
N 1.21229 1.45917 -0.07924
S 3.05049 -0.57583 -0.15963
*
```

These are the Löwdin partial charges, in e, on atoms 1 to 5: -0.65 -0.04 -0.19 -0.10 -0.08



H10O6V | ωB97M-V with the def2-TZVPD basis set

* energy relative to the best compared isomer or geometry (same formula, charge and spin): 18.1 kcal per mole
* ⟨S²⟩: 0.7792
* HOMO-LUMO gap (spin up / spin down): 0.41062 / 0.43804 Eh
* highest occupied orbital energy (spin up / spin down): -20.002 / -20.739 eV

```
! RIJCOSX wB97M-V def2-TZVPD def2/J DEFGRID3
* xyz 2 2
O -0.42364 1.15358 -1.52410
V -0.06544 0.28400 -0.31766
O -1.78367 -1.06855 -0.89441
H -1.61350 -1.79375 -1.49554
H -2.65383 -1.25026 -0.53939
O 1.72562 1.49918 0.14512
H 1.84650 2.41784 0.38531
H 2.58825 1.21453 -0.15668
O -0.02343 -1.08410 1.36866
H 0.80707 -1.48770 1.62087
H -0.63975 -1.35895 2.04750
O -1.37537 1.56983 0.86567
H -2.17064 2.01657 0.57548
H -1.26212 1.84767 1.77463
O 1.36049 -1.11249 -1.20406
H 2.22115 -1.04621 -0.79043
H 1.46235 -1.80115 -1.86103
*
```

These are the Löwdin partial charges, in e, on atoms 1 to 5: -0.14 1.07 -0.01 0.10 0.11



C5H10S2 | ωB97M-V with the def2-TZVPD basis set

* energy relative to the best compared isomer or geometry (same formula, charge and spin): 40.0 kcal per mole
* SMILES string: CC(C)C(=S)CS
* HOMO-LUMO gap: 0.30582 Eh
* highest occupied orbital energy: -8.755 eV

```
! RIJCOSX wB97M-V def2-TZVPD def2/J DEFGRID3
* xyz 0 1
C -0.78248 -0.75476 -0.82697
C 1.52038 -0.04546 -0.54649
C 0.20651 -1.01819 1.47401
C -1.55748 0.90267 -0.72445
C 0.42064 -0.99838 -0.09849
S -1.71422 -1.95039 -1.56273
S -2.27167 1.49674 -2.28595
H 1.65533 0.68830 0.27669
H 2.45393 -0.52953 -0.63129
H 1.28341 0.56454 -1.47010
H 1.07624 -1.33574 2.04348
H -0.47823 -1.83279 1.75355
H -0.25226 -0.06639 1.87390
H -2.46018 1.04521 -0.13447
H -0.71490 1.56558 -0.38058
H 0.66191 -2.09305 -0.37302
H -2.90380 0.27713 -2.44609
*
```

These are the Löwdin partial charges, in e, on atoms 1 to 5: -0.67 -0.07 -0.05 -0.54 -0.52



The following energy values (in eV) correspond, in order, to the records above: -17433.788 -10416.791 -111214.984 -18659.006 -38120.113 -27015.452.